{
  "formula": "BF4H18O9",
  "method": "ωB97M-V/def2-TZVPD",
  "energy_ha": -1112.27188,
  "lumo_ev": 2.746,
  "charge": -1,
  "relative_energy_kcal_mol": 229.4,
  "mol_weight_g_mol": 248.939,
  "orbital_gap_ha": 0.367,
  "max_force_ev_per_a": 6.8,
  "species": ["B", "F", "F", "F", "F", "O", "H", "H", "O", "H", "H", "O", "H", "H", "O", "H", "H", "O", "H", "H", "O", "H", "H", "O", "H", "H", "O", "H", "H", "O", "H", "H"],
  "coordinates": [[-0.05675, 0.12313, 0.19528], [-0.14703, -0.16646, 1.53688], [-1.20628, -0.32333, -0.43019], [0.03633, 1.51791, 0.07930], [1.05984, -0.49202, -0.36483], [3.26555, -1.28964, 0.36343], [2.33813, -1.35595, 0.13599], [3.56333, -0.49170, -0.07343], [-2.67463, 0.99490, 0.86275], [-1.87063, 0.49441, 1.00172], [-2.95031, 0.76465, -0.02451], [-0.62242, -1.89993, -1.67696], [0.18771, -2.08361, -2.15254], [-0.44030, -1.09303, -1.19533], [-0.62779, -2.40696, 0.97852], [-0.34267, -2.70722, 0.11551], [-0.19180, -1.56283, 1.09504], [-1.67436, 1.78043, -1.26510], [-1.26005, 1.24569, -0.58788], [-1.17103, 2.59460, -1.26936], [0.58748, 3.77133, 0.38874], [0.31649, 2.90579, 0.08273], [1.25322, 3.59341, 1.05310], [2.21823, 0.88752, -1.32521], [1.99391, 0.38784, -2.11021], [1.67030, 0.51120, -0.63645], [1.51110, -0.66668, 2.68890], [2.05637, 0.09790, 2.50359], [0.70624, -0.51306, 2.19408], [-2.86977, -1.66603, -0.80277], [-2.24089, -1.26300, -1.40135], [-2.41745, -1.68936, 0.04050]],
  "forces_ev_per_a": [[0.2, 1.6, 0.3], [-5.4, 3.3, -2.5], [1.8, 2.7, 2.4], [2.1, -2.9, 1.6], [-4.3, -4.0, 2.5], [0.9, -0.6, 0.2], [0.6, -0.3, 0.4], [0.0, 0.2, -0.3], [-0.8, 0.3, 1.7], [-1.3, 0.2, 0.8], [-0.4, 0.0, 0.0], [2.0, -2.3, -2.5], [0.1, -0.3, -0.5], [0.2, -1.4, -1.6], [-0.1, -1.0, 0.4], [-0.2, -0.4, -0.4], [-0.2, -1.9, 0.5], [-1.2, 1.0, -2.5], [-1.8, 1.9, -1.6], [-0.3, 0.2, -0.2], [0.2, 1.5, 0.0], [0.4, 0.9, 0.2], [0.1, 0.0, 0.1], [2.8, 3.1, -2.1], [0.1, 0.1, -0.1], [2.0, 2.1, -1.2], [3.1, -0.9, 2.4], [0.4, 0.0, 0.1], [2.6, -0.8, 2.4], [-2.6, -0.6, -0.3], [-1.0, -0.8, -0.3], [-0.1, -0.5, 0.1]],
  "lowdin_charge": [-1.18, 0.24, 0.03, 0.14, 0.15, -0.05, 0.00, 0.02, -0.02, 0.01, 0.03, -0.04, 0.08, -0.03, 0.00, 0.04, -0.03, -0.04, -0.03, 0.05, -0.05, -0.05, 0.03, -0.03, 0.05, -0.11, -0.02, 0.03, -0.18, -0.05, 0.01, 0.02]
}

{
  "formula": "C11H14N2O3",
  "method": "ωB97M-V/def2-TZVPD",
  "energy_ha": -762.72470,
  "lumo_ev": -0.586,
  "relative_energy_kcal_mol": 83.3,
  "mol_weight_g_mol": 222.244,
  "orbital_gap_ha": 0.344,
  "max_force_ev_per_a": 4.9,
  "species": ["C", "C", "C", "O", "C", "O", "C", "C", "C", "O", "C", "C", "N", "C", "C", "N", "H", "H", "H", "H", "H", "H", "H", "H", "H", "H", "H", "H", "H", "H"],
  "coordinates": [[-0.02406, 3.30271, 0.83725], [0.27134, 2.19214, -0.15632], [1.11639, 2.61977, -1.35653], [-1.01434, 1.56998, -0.55383], [-1.46562, 0.59789, 0.35157], [-1.43431, 0.63999, 1.56734], [-1.85457, -0.81986, -0.18986], [-3.29704, -0.86108, -0.34379], [-1.01803, -1.98519, 0.48456], [-1.68176, -2.89846, 0.93168], [0.45996, -2.16489, 0.31744], [1.08626, -3.39839, 0.57948], [2.45432, -3.60679, 0.37813], [3.13369, -2.48064, 0.10900], [2.49496, -1.22605, -0.00543], [1.16495, -1.02586, 0.07583], [0.05409, 4.35983, 0.52676], [-1.06972, 3.03543, 1.12606], [0.56783, 3.17769, 1.73876], [0.91889, 1.49190, 0.30891], [0.43911, 3.11401, -2.01954], [1.95750, 3.31751, -1.04277], [1.60010, 1.84337, -1.87933], [-1.60579, -0.84996, -1.28695], [-3.49087, -1.93161, -0.61099], [-3.82725, -0.77991, 0.61423], [-3.69508, -0.10002, -1.06910], [0.43993, -4.26194, 0.84421], [4.17778, -2.49251, -0.08115], [3.14134, -0.37908, -0.19563]],
  "forces_ev_per_a": [[-1.4, -0.2, 0.6], [0.6, 1.0, -0.1], [-0.3, 1.5, 0.9], [0.4, -1.5, 0.8], [1.7, -1.5, 0.8], [0.1, 1.3, -1.4], [3.5, 2.6, -2.4], [-2.8, -2.1, 1.1], [-2.8, -0.6, -0.8], [0.6, 0.2, 0.2], [1.1, 1.1, 0.9], [1.0, -0.3, -1.0], [-2.0, 1.4, 0.5], [-2.3, 0.1, 0.0], [-0.6, -0.2, 0.0], [1.2, -1.6, -0.2], [-0.1, -0.6, -0.3], [0.8, 1.0, 0.2], [0.2, 0.0, 0.1], [-0.3, -1.2, 0.8], [-0.1, 0.7, -0.8], [-1.3, -0.6, -0.1], [0.3, -1.3, -0.5], [0.9, 0.0, 0.9], [-0.5, 1.0, -0.4], [0.0, 0.4, -0.1], [0.5, -1.0, 0.6], [0.8, 0.6, -0.2], [0.8, -0.5, 0.0], [-0.2, 0.3, 0.0]],
  "lowdin_charge": [-0.04, -0.40, -0.04, -0.01, -0.39, 0.12, -0.24, -0.09, -0.25, 0.11, -0.18, -0.02, 0.09, -0.11, -0.10, 0.15, 0.09, 0.09, 0.08, 0.09, 0.07, 0.11, 0.05, 0.16, 0.10, 0.10, 0.12, 0.13, 0.09, 0.10]
}

{
  "formula": "C30H46HfO2P2",
  "method": "ωB97M-V/def2-TZVPD",
  "energy_ha": -2051.22733,
  "lumo_ev": -7.645,
  "charge": 2,
  "mol_weight_g_mol": 679.134,
  "orbital_gap_ha": 0.108,
  "max_force_ev_per_a": 6.2,
  "species": ["Hf", "C", "C", "C", "C", "C", "C", "H", "H", "H", "C", "H", "H", "H", "C", "H", "H", "H", "C", "H", "H", "H", "C", "H", "H", "H", "C", "C", "C", "C", "C", "C", "C", "C", "H", "H", "H", "H", "H", "H", "H", "H", "H", "H", "H", "H", "P", "C", "C", "P", "C", "C", "C", "H", "H", "H", "H", "H", "H", "H", "H", "H", "H", "H", "H", "H", "H", "O", "C", "O", "C", "C", "C", "C", "C", "C", "H", "H", "H", "H", "H"],
  "coordinates": [[-0.23908, 1.05462, 2.11408], [2.47728, 0.81635, -0.00484], [1.51886, 1.85162, 0.18059], [2.61440, 1.42552, 2.20313], [3.15034, 0.58062, 1.21275], [1.60362, 2.25715, 1.56479], [2.80125, 0.17377, -1.29653], [2.01448, 0.33748, -2.04308], [2.91532, -0.91350, -1.17953], [3.74856, 0.55874, -1.71035], [4.26270, -0.37708, 1.42586], [4.59174, -0.81348, 0.47803], [3.96311, -1.20212, 2.08175], [5.11766, 0.12464, 1.88750], [3.10269, 1.56512, 3.58701], [3.08840, 2.61947, 3.89538], [4.13122, 1.18427, 3.68874], [2.47240, 1.00392, 4.29505], [0.83905, 3.36551, 2.19595], [1.38156, 3.77506, 3.05941], [-0.20120, 3.07480, 2.58683], [0.67771, 4.17216, 1.47365], [0.90954, 2.70336, -0.86630], [1.37339, 3.70638, -0.91216], [-0.16659, 2.85223, -0.68810], [1.02033, 2.25684, -1.86063], [0.57915, -1.89683, -3.39781], [0.68552, -0.83883, -4.22141], [-0.31894, -0.28505, -5.18921], [-1.77630, -0.74283, -4.88919], [-2.22783, -0.13404, -3.65614], [-1.99377, -0.51543, -2.29723], [-1.48803, -1.92687, -1.85736], [-0.62872, -2.64199, -2.90664], [-0.06652, -0.53066, -6.23282], [-1.81230, -1.83237, -4.94798], [-0.25384, 0.81876, -5.13844], [-1.25397, -3.02601, -3.72630], [1.52953, -2.34506, -3.05914], [1.65947, -0.34357, -4.28475], [-0.21772, -3.54301, -2.44126], [-0.87776, -1.80148, -0.94820], [-1.27880, 0.22198, -1.86100], [-2.31608, -2.60184, -1.56020], [-2.42177, -0.36984, -5.69258], [-2.36512, 0.95422, -3.79136], [-3.49906, -0.04317, -1.13994], [-4.56435, -1.50245, -1.49913], [-4.34847, 1.27205, -2.06449], [-2.19001, 1.65411, 1.02679], [-3.40246, 0.32570, 0.60883], [-2.68276, 3.17909, 0.16042], [-2.57249, 2.01411, 2.80940], [-4.59117, -2.22558, -0.67187], [-4.19286, -2.02980, -2.39601], [-5.60469, -1.21077, -1.71156], [-5.43001, 1.17896, -1.97270], [-4.11877, 1.20545, -3.13471], [-4.06689, 2.26563, -1.71381], [-3.33134, 1.29505, 3.13746], [-2.99838, 3.02861, 2.86828], [-1.68254, 1.95147, 3.50713], [-3.08670, -0.58926, 1.16431], [-4.37134, 0.63834, 1.04088], [-2.12547, 4.04394, 0.56099], [-3.76479, 3.34736, 0.27471], [-2.41970, 3.09455, -0.90403], [0.15389, -0.43722, 3.63595], [0.62216, -1.25986, 2.72161], [0.31935, -0.96630, 1.49339], [1.60456, -2.28584, 3.04424], [2.22834, -2.16943, 4.28934], [3.36631, -2.92741, 4.54303], [3.83989, -3.80895, 3.56838], [3.16849, -3.95577, 2.33979], [2.04658, -3.17392, 2.05849], [1.78504, -1.49615, 5.03073], [3.85081, -2.83239, 5.51614], [4.75197, -4.37789, 3.77931], [3.51361, -4.69564, 1.63070], [1.46827, -3.27927, 1.12799]],
  "forces_ev_per_a": [[5.7, -2.4, 0.2], [-0.6, 0.8, 0.3], [0.1, -0.4, 0.8], [0.0, -0.2, -1.1], [-0.7, 0.5, 0.6], [-0.1, -0.7, 0.2], [0.0, -0.3, -0.6], [0.2, 0.0, 0.2], [0.0, 0.3, 0.0], [-0.2, -0.1, 0.2], [0.2, -0.4, 0.0], [0.0, 0.1, 0.2], [0.1, 0.1, 0.0], [0.0, -0.1, -0.1], [0.1, 0.0, 0.8], [0.1, -0.3, 0.1], [-0.4, 0.2, 0.0], [0.2, 0.1, 0.0], [1.0, 0.5, -0.1], [-0.4, -0.1, -0.1], [0.1, 0.7, 0.0], [-0.4, -0.1, 0.3], [-0.6, 0.5, -0.7], [-0.1, -0.4, 0.0], [0.3, 0.1, -0.3], [-0.1, 0.1, 0.2], [0.8, 0.5, -0.3], [0.2, -0.6, -0.1], [-0.4, 0.6, 0.5], [0.1, -0.6, -1.5], [-0.4, 1.0, 1.4], [1.9, 0.2, 0.6], [-0.2, 0.2, 0.0], [-0.1, -1.0, -0.4], [0.1, -0.2, 0.4], [-0.1, 0.3, 0.0], [-0.2, -0.3, -0.1], [0.2, 0.2, 0.4], [-0.4, 0.7, 0.3], [0.0, -0.5, -0.2], [-0.3, 0.0, 0.1], [-0.2, 0.1, -0.2], [0.2, 0.0, 0.2], [0.4, 0.4, -0.3], [0.2, -0.1, -0.1], [0.2, -0.6, 0.2], [-2.2, -1.3, -2.4], [-0.4, -0.2, 0.6], [-0.2, 0.6, 0.5], [-2.0, 1.5, -1.3], [-0.8, -0.5, 0.4], [-0.2, 0.2, -0.2], [-0.4, -0.3, -0.1], [0.1, 0.2, -0.2], [0.1, 0.5, 0.3], [0.4, 0.1, 0.2], [0.0, -0.1, 0.2], [0.1, -0.3, 0.4], [-0.1, -0.1, -0.2], [0.2, 0.1, 0.3], [0.4, -0.3, 0.2], [-0.9, 0.2, 0.0], [-0.1, 0.5, -0.4], [0.3, -0.1, -0.4], [-0.2, -0.5, 0.0], [0.3, 0.1, -0.1], [-0.1, 0.1, 0.3], [-0.1, -0.2, -0.9], [-0.1, 0.8, -0.3], [-0.4, 0.1, 1.2], [-0.2, 0.5, 0.0], [0.0, -0.2, 0.1], [-0.2, 0.1, 0.2], [0.0, 0.1, -0.1], [-0.2, 0.2, 0.4], [0.1, -0.5, 0.1], [0.4, -0.3, -0.3], [0.0, -0.1, -0.4], [-0.5, 0.1, -0.2], [0.0, 0.1, -0.1], [0.5, 0.1, 0.4]],
  "lowdin_charge": [1.47, -0.18, -0.28, -0.22, -0.19, -0.40, -0.02, 0.05, 0.09, 0.11, 0.00, 0.09, 0.07, 0.10, -0.01, 0.09, 0.10, 0.08, -0.05, 0.11, 0.04, 0.11, -0.04, 0.11, 0.03, 0.08, -0.09, -0.11, -0.16, -0.21, -0.14, -0.40, -0.17, -0.19, 0.13, 0.10, 0.12, 0.11, 0.11, 0.10, 0.11, 0.10, 0.10, 0.10, 0.12, 0.10, 0.93, -0.17, -0.18, 0.69, -0.45, -0.24, -0.25, 0.07, 0.07, 0.07, 0.07, 0.05, 0.02, 0.07, 0.09, 0.04, 0.09, 0.09, 0.07, 0.07, 0.04, -0.13, -0.50, -0.12, -0.17, -0.01, -0.04, -0.03, -0.04, -0.01, 0.13, 0.12, 0.12, 0.11, 0.13]
}

| no. | HOMO (eV) |
| --- | --- |
| 1 | -7.2333 |
| 2 | -9.9579 |
| 3 | -10.5724 |